Here is C12H37BHgN3O3 as an isolated structure in a non-equilibrium geometry from the Open Molecules 2025 dataset. Energies are from wB97M-V/def2-TZVPD.

Last column: Löwdin charge in e.
Atoms and positions in Å:
Hg (0.0612, -0.4126, -0.7499)  1.1104
B (-1.2614, -2.3162, -1.0802)  -0.4312
H (-1.1325, -2.4089, 0.0717)  -0.0497
H (-1.8551, -3.2198, -1.4831)  -0.0028
H (-1.8825, -1.3487, -1.3188)  -0.0296
H (-0.1837, -2.2737, -1.5041)  -0.0568
C (-1.5083, 1.6203, 3.0570)  -0.0427
C (-1.3044, 0.1665, 2.6460)  -0.3930
C (-2.2517, -0.7676, 3.4145)  -0.2140
O (-3.5814, -0.4056, 3.1696)  -0.1845
C (-4.4718, -0.6554, 4.2337)  -0.0936
N (-1.4017, -0.0399, 1.1750)  0.0053
H (-2.5367, 1.9550, 3.1929)  0.0862
H (-1.0165, 2.2918, 2.3530)  0.0588
H (-1.0789, 1.7193, 4.0577)  0.0881
H (-0.2909, -0.1337, 2.9280)  0.1315
H (-1.9407, -0.7118, 4.4637)  0.1328
H (-2.0998, -1.7990, 3.0688)  0.1334
H (-4.5184, -1.7096, 4.5182)  0.0934
H (-5.4436, -0.2887, 3.9125)  0.0930
H (-4.2183, -0.1011, 5.1454)  0.0917
H (-2.3096, 0.3486, 0.8719)  0.1115
H (-1.7939, -0.9918, 1.1211)  0.0374
C (4.0476, -2.7101, 0.1434)  -0.0520
C (3.0129, -1.7248, -0.3910)  -0.4116
C (2.7688, -1.8577, -1.8973)  -0.1929
O (1.8571, -0.8639, -2.3173)  -0.2916
C (1.8262, -0.7396, -3.7222)  -0.0750
N (1.7298, -1.8979, 0.3543)  0.0130
H (5.0285, -2.5496, -0.3115)  0.0885
H (3.6818, -3.7354, 0.0395)  0.0908
H (4.3018, -2.6611, 1.2075)  0.0854
H (3.2931, -0.6766, -0.2295)  0.1293
H (2.3922, -2.8828, -2.0209)  0.1444
H (3.7270, -1.7636, -2.4117)  0.1383
H (2.8121, -0.4869, -4.1324)  0.1006
H (1.2465, 0.1561, -3.9548)  0.0752
H (1.4298, -1.5873, -4.2831)  0.1093
H (1.9023, -1.8051, 1.3575)  0.0960
H (1.6126, -2.9183, 0.3471)  0.1014
C (1.0025, 4.0325, -0.2378)  -0.0437
C (0.4207, 2.6537, -0.5728)  -0.4220
C (-0.3222, 2.6042, -1.9056)  -0.1753
O (-0.7525, 1.2749, -2.1603)  -0.3015
C (-1.5002, 1.1411, -3.3589)  -0.0658
N (1.4248, 1.5727, -0.4373)  0.0269
H (1.7940, 4.2920, -0.9502)  0.0883
H (1.4577, 4.1097, 0.7476)  0.0855
H (0.2171, 4.7822, -0.3452)  0.0907
H (-0.3523, 2.5437, 0.1941)  0.1122
H (0.1915, 2.9932, -2.7914)  0.1437
H (-1.1725, 3.2756, -1.7338)  0.1397
H (-2.2015, 0.3124, -3.2962)  0.0977
H (-0.8354, 1.0140, -4.2175)  0.0886
H (-2.0941, 2.0337, -3.5757)  0.1005
H (1.8072, 1.6328, 0.5118)  0.1011
H (2.2656, 1.9190, -0.9126)  0.1085

Its total charge is +1. The energy above the lowest of the compared OMol25 structures with the same formula, charge and spin is 29.6 kcal/mol. The value obtained for the largest force on an atom is 2.25 eV/A. For the highest occupied orbital energy, the calculation gives -12.3049 eV. For the total energy, the calculation gives -28498.8214 eV. The calculation puts the LUMO energy at -2.45 eV.